[1]
DFT (ωB97M-V/def2-TZVPD) results for C38H35ClN2RuSi2 as an isolated structure.

Geometry as ORCA input:
```
! wB97M-V def2-TZVPD RIJCOSX def2/J DEFGRID3
* xyz 2 5
C -3.14847 -0.94206 3.14789
C -3.88164 -0.63272 1.95354
C -3.51366 -1.62087 0.94902
H -4.67249 0.11021 1.85828
C -2.43569 -2.43189 1.51795
C -2.27964 -2.02399 2.88682
H -1.65210 -2.53359 3.61301
H -3.30569 -0.48267 4.12238
H -4.09607 -1.87959 0.08109
H -2.02331 -3.31403 1.04981
Ru -1.84288 -0.40218 0.72739
Si -0.91976 -0.64826 -1.24570
C -0.63081 0.82437 -2.43416
C 0.50214 0.91332 -3.24532
H 1.34643 0.23314 -3.09714
C 0.56947 1.86746 -4.26220
H 1.45790 1.91926 -4.89498
C -0.49420 2.75241 -4.46240
H -0.43832 3.50709 -5.24897
C -1.63534 2.65395 -3.66005
H -2.48265 3.32639 -3.81973
C -1.70498 1.68990 -2.64654
H -2.60211 1.61433 -2.02080
C -0.68369 -1.86925 -2.70796
C -1.78131 -2.21989 -3.49319
H -2.78655 -1.93007 -3.17831
C -1.57140 -2.89475 -4.70483
H -2.42296 -3.14233 -5.33099
C -0.28624 -3.24092 -5.13309
H -0.12618 -3.76881 -6.07639
C 0.80615 -2.90238 -4.33510
H 1.82468 -3.15321 -4.63307
C 0.60168 -2.21499 -3.13641
H 1.46998 -1.94183 -2.53355
H -2.59733 -0.58928 -0.86988
Si 2.96713 0.80808 -0.49523
C 2.21819 -0.91685 -0.54043
C 0.80598 -1.26888 -0.20042
H 0.48726 -0.73565 0.73396
C 0.51229 -2.69456 -0.21850
H -0.53866 -3.02703 -0.22142
C 1.49504 -3.66029 -0.25211
H 1.21538 -4.71218 -0.13877
C 2.82972 -3.29878 -0.45510
H 3.59734 -4.07138 -0.50382
C 3.16231 -1.94554 -0.62221
H 4.22156 -1.69489 -0.78233
C 1.71771 2.19245 -0.56213
C 0.55306 2.23209 0.20990
H 0.36530 1.44952 0.95660
C -0.39306 3.24309 0.00089
H -1.37392 3.22149 0.47699
C -0.11730 4.29865 -0.86882
H -0.84717 5.10316 -0.97649
C 1.07192 4.30454 -1.58750
H 1.27733 5.11905 -2.28904
C 1.98075 3.25488 -1.43997
H 2.90137 3.24502 -2.03164
H 3.84500 0.92715 -1.58439
Cl 4.03684 1.04213 1.26261
N -1.57218 1.49150 2.42151
C -0.58229 1.56007 3.47619
C -0.44290 2.68815 4.27364
C 0.56480 2.74286 5.25319
C 1.41107 1.66341 5.46340
C 1.26994 0.47370 4.69896
C 2.04667 -0.69451 4.88796
C 1.84105 -1.80381 4.09195
C 0.88720 -1.72054 3.06817
N 0.15708 -0.63253 2.84661
C 0.27463 0.44255 3.66059
H -1.56709 2.39374 1.94709
H -2.50617 1.46896 2.82904
H -1.12780 3.51978 4.11131
H 0.66717 3.64738 5.85010
H 2.19925 1.71289 6.21777
H 2.80182 -0.69105 5.67208
H 2.39111 -2.73750 4.21662
H 0.73225 -2.57257 2.40680
*
```

Results
<S²>   6.04
Kohn-Sham gap (spin up / spin down)   4.782 / 3.582 eV
LUMO energy (spin up / spin down)   -7.0049 / -9.7290 eV

[2]
DFT (ωB97M-V/def2-TZVPD) results for C38H35DyN3O2PSi as an isolated structure.

Geometry as ORCA input:
```
! wB97M-V def2-TZVPD RIJCOSX def2/J DEFGRID3
* xyz 0 6
Dy -0.04563 -0.00605 1.40286
O 0.96368 -1.64883 2.56671
C -0.02243 -2.45336 2.31213
C -0.14426 -3.83489 2.00364
C 0.87727 -4.81032 2.03111
C 0.67270 -5.97094 1.35403
C -0.42394 -6.10136 0.48525
C -1.40084 -5.07924 0.31875
C -1.19814 -3.95085 1.04411
P -2.07050 -2.40814 0.86772
C -3.89190 -2.64405 1.02625
C -4.76194 -1.54789 1.03136
C -6.11180 -1.81672 0.80081
C -6.54241 -3.12242 0.86692
C -5.68673 -4.17295 1.23776
C -4.34731 -3.91579 1.37426
C -1.66182 -2.01154 -0.82099
C -2.59484 -1.60257 -1.73713
C -2.29011 -1.44636 -3.11381
C -1.04442 -1.81784 -3.59582
C -0.02560 -2.16030 -2.68058
C -0.33933 -2.23995 -1.33219
H 1.75161 -4.68913 2.65196
H 1.38390 -6.81609 1.44489
H -0.61849 -7.06901 0.00294
H -2.10476 -5.09164 -0.50311
H -4.41775 -0.52380 1.04029
H -6.82750 -1.02606 0.65449
H -7.55453 -3.29729 0.57253
H -6.05365 -5.11722 1.61000
H -3.72698 -4.75861 1.62229
H -3.62469 -1.29271 -1.39438
H -2.98853 -1.00621 -3.81249
H -0.86136 -1.86502 -4.64119
H 0.98021 -2.36600 -3.11067
H 0.41203 -2.69006 -0.69948
O -3.34778 1.68985 3.45868
C -2.23917 1.30550 3.21429
N -1.11334 0.86542 2.92629
N -0.11605 1.33731 -0.29999
C -0.30817 1.98932 -1.27733
N -0.53136 2.81195 -2.26364
C -0.18358 4.29204 -2.13573
C -1.38234 5.17869 -1.86772
C -2.61363 4.80179 -2.77467
C -2.90599 3.30108 -2.88151
C -1.61034 2.53220 -3.25243
H 0.19406 4.64999 -3.13772
H 0.56152 4.44973 -1.35860
H -1.14774 6.22637 -2.02850
H -1.78105 5.17094 -0.86052
H -2.35378 5.18787 -3.79603
H -3.51815 5.36738 -2.42847
H -3.71577 3.09144 -3.67541
H -3.38773 2.95389 -1.94502
H -1.14257 2.88993 -4.18583
H -1.73432 1.40592 -3.25128
C 5.03139 4.91890 2.82971
C 4.14390 4.32703 3.76122
C 3.34244 3.27340 3.39720
C 3.45873 2.77754 2.10293
C 4.16602 3.44578 1.10693
C 4.97544 4.53519 1.49004
Si 2.70802 1.08631 1.72803
C 4.01981 0.26986 0.73138
C 5.36187 0.33079 1.16094
C 6.40934 -0.26328 0.40151
C 6.10895 -0.93033 -0.78138
C 4.78382 -1.06025 -1.14405
C 3.71812 -0.46235 -0.42279
H 5.63002 5.76226 3.13056
H 4.11347 4.71465 4.77365
H 2.66124 2.66072 4.01071
H 4.26787 3.00192 0.13433
H 5.59214 5.06044 0.72964
H 3.09296 0.43750 3.08865
H 5.63963 0.82100 2.10190
H 7.38074 -0.27240 0.82708
H 6.87229 -1.50943 -1.31978
H 4.49934 -1.59704 -2.02371
H 2.74052 -0.45561 -0.87478
*
```

Results
<S²>   9.40
Kohn-Sham gap (spin up / spin down)   5.422 / 5.423 eV
LUMO energy (spin up / spin down)   -0.3951 / -0.4482 eV

[3]
DFT (ωB97M-V/def2-TZVPD) results for C38H36BBrN2O5PdS as an isolated structure.

Geometry as ORCA input:
```
! wB97M-V def2-TZVPD RIJCOSX def2/J DEFGRID3
* xyz 0 1
Pd -0.16189 1.09238 0.79125
O 0.68658 2.75442 -1.74433
C 0.50705 4.10948 -1.73241
C 1.07899 4.90692 -2.71416
C 0.87634 6.28093 -2.71223
C 0.09820 6.86253 -1.72657
C -0.46821 6.05201 -0.74941
C -0.27774 4.67885 -0.72301
C -0.89580 3.85319 0.39621
O -0.01533 3.18281 1.15848
N -1.85625 2.87978 -0.24903
N -2.12655 1.84278 0.57671
C -3.28875 1.31889 0.64237
C -3.63644 0.25224 1.57441
Br -2.27455 -0.37315 2.74087
C -4.84892 -0.29526 1.71350
C -6.12158 0.09850 1.08283
C -7.08171 -0.89586 0.88506
C -8.30463 -0.60480 0.30444
C -8.60121 0.69701 -0.07397
C -7.67340 1.70265 0.15441
C -6.44782 1.40883 0.73163
H 1.17945 2.50794 -2.53687
H 1.68024 4.44469 -3.49116
H 1.32682 6.88879 -3.48618
H -0.06682 7.93129 -1.71492
H -1.07284 6.49584 0.03401
H -1.52128 4.54221 1.00191
H -2.67155 3.29337 -0.69601
H -4.07814 1.68297 -0.00998
H -4.91677 -1.15487 2.36971
H -6.85505 -1.91212 1.18420
H -9.02873 -1.39435 0.15226
H -9.55667 0.92974 -0.52510
H -7.90935 2.72679 -0.10397
H -5.76805 2.21846 0.96162
C -0.43472 -7.79451 0.36666
C -0.23747 -6.76931 -0.75898
C -1.49449 -6.77464 -1.63135
C 0.95732 -7.19460 -1.62358
C 0.04698 -5.38287 -0.17624
C 0.97605 -5.24726 0.85878
C 1.31077 -4.01448 1.41615
C 0.68117 -2.90476 0.90097
O 0.80782 -1.58766 1.25192
B -0.07467 -0.87484 0.39859
O -0.70684 -1.77749 -0.45875
C -0.23205 -3.02270 -0.12879
C -0.56923 -4.23443 -0.68631
H -0.80229 -8.73578 -0.04708
H -1.15937 -7.43656 1.09962
H 0.49692 -8.01029 0.88978
H -1.70490 -7.79370 -1.96009
H -1.37105 -6.16267 -2.52604
H -2.36415 -6.40980 -1.08167
H 0.79562 -8.19341 -2.03652
H 1.87666 -7.21093 -1.03634
H 1.09976 -6.49923 -2.45278
H 1.46440 -6.13027 1.24916
H 2.02803 -3.93083 2.22126
H -1.29410 -4.27487 -1.48574
O 1.91698 1.08787 1.10843
S 2.63534 2.35449 0.67451
C 3.66784 1.79089 -0.67663
C 3.73042 0.43742 -0.96421
C 4.50439 0.01791 -2.03806
C 5.19682 0.94442 -2.80578
C 5.11513 2.29955 -2.50986
C 4.33986 2.73093 -1.44365
C 3.91443 2.51491 1.91214
C 4.60913 3.71129 1.98816
C 5.60456 3.85030 2.94350
C 5.87825 2.80595 3.81629
C 5.15766 1.62148 3.73972
C 4.16549 1.46734 2.78304
H 3.17414 -0.26264 -0.35296
H 4.56427 -1.03638 -2.27458
H 5.79732 0.61176 -3.64211
H 5.64995 3.02134 -3.11320
H 4.25619 3.78783 -1.21621
H 4.36813 4.52923 1.31960
H 6.15649 4.77803 3.01490
H 6.64846 2.92121 4.56750
H 5.36721 0.81485 4.42987
H 3.57772 0.56201 2.71041
*
```

Results
Kohn-Sham gap   7.410 eV
LUMO energy   -0.1744 eV

[4]
DFT (ωB97M-V/def2-TZVPD) results for C38H36CoN4O3Sb as an isolated structure.

Geometry as ORCA input:
```
! wB97M-V def2-TZVPD RIJCOSX def2/J DEFGRID3
* xyz 1 2
Co -0.05235 0.12015 0.01164
C 1.64905 -2.86724 -0.06051
C 0.17349 -3.05753 -0.10355
C -0.40453 -4.26240 0.28871
C -1.77580 -4.41737 0.19588
C -2.53323 -3.38047 -0.32845
C -1.88140 -2.21565 -0.69857
N -0.57756 -2.05024 -0.55520
Sb -2.95800 -0.67449 -1.80757
C -3.03035 0.72126 -0.12183
C -4.29099 1.21683 0.16550
C -4.43190 2.14247 1.18715
C -3.29316 2.53899 1.85334
C -2.04916 2.00569 1.50914
C -0.85971 2.51902 2.23823
N -1.93585 1.08807 0.53880
C -1.12504 0.03469 -2.78712
C -1.19975 0.32665 -4.13893
C -0.02841 0.59518 -4.83010
C 1.17173 0.53154 -4.14726
C 1.17049 0.23779 -2.78723
C 2.45018 0.10787 -2.03421
N 0.02791 0.02069 -2.13431
H 2.08273 -3.42562 0.76452
H 1.88240 -1.81227 0.05393
H 2.08969 -3.22745 -0.99027
H 0.22292 -5.06002 0.65349
H -2.24315 -5.34084 0.49766
H -3.60190 -3.47427 -0.45860
H -5.14600 0.88138 -0.40373
H -5.39732 2.56128 1.43130
H -3.34129 3.27220 2.64083
H -0.95957 3.58990 2.40473
H 0.05264 2.32808 1.68927
H -0.78498 2.04221 3.21632
H -2.16008 0.34236 -4.63467
H -0.05410 0.81938 -5.88582
H 2.11169 0.69211 -4.64940
H 3.12266 0.93047 -2.26182
H 2.93846 -0.82141 -2.32446
H 2.25550 0.09705 -0.96239
O -0.28524 -1.24188 1.93164
C 0.45794 -0.80313 3.07469
C 1.35405 0.38519 2.55786
O 1.93464 1.09281 3.34907
O 1.42674 0.46137 1.28686
C -0.49150 -0.36663 4.16714
C -0.02286 0.06348 5.40437
C -0.91948 0.41983 6.39817
C -2.28602 0.34028 6.17950
C -2.75819 -0.07286 4.94619
C -1.86622 -0.41691 3.94757
C 1.40432 -1.90953 3.51544
C 0.94556 -2.93286 4.33843
C 1.79943 -3.94860 4.73513
C 3.12136 -3.95491 4.31599
C 3.57503 -2.95924 3.46712
C 2.71633 -1.95319 3.05844
H -0.60146 -2.13347 2.11832
H 1.03844 0.12711 5.58145
H -0.55340 0.75670 7.35637
H -2.98236 0.60687 6.96009
H -3.82005 -0.13546 4.75576
H -2.24677 -0.72473 2.98227
H -0.08037 -2.92344 4.68014
H 1.42913 -4.72700 5.38846
H 3.78788 -4.73910 4.64165
H 4.60291 -2.94950 3.13304
H 3.08156 -1.19577 2.38483
C 2.03786 5.66576 -2.90676
C 1.50059 4.50844 -2.13608
C 0.20774 4.03121 -2.33812
C -0.23892 2.95619 -1.59516
N 0.50472 2.33217 -0.68845
C 1.72233 2.81305 -0.45063
C 2.25374 3.88430 -1.14524
H 1.50849 5.79538 -3.84767
H 3.10228 5.55158 -3.10178
H 1.90515 6.57263 -2.31700
H -0.44367 4.50563 -3.05492
H -1.24747 2.58785 -1.73291
H 2.28596 2.32849 0.33566
H 3.24385 4.24315 -0.90605
*
```

Results
<S²>   0.76
Kohn-Sham gap (spin up / spin down)   7.439 / 8.071 eV
LUMO energy (spin up / spin down)   -3.3973 / -2.7650 eV

[5]
DFT (ωB97M-V/def2-TZVPD) results for C38H36N2O2STa as an isolated structure.

Geometry as ORCA input:
```
! wB97M-V def2-TZVPD RIJCOSX def2/J DEFGRID3
* xyz 1 1
Ta -0.03406 -1.00578 -0.54879
C -4.09934 -1.18240 -2.26961
C -2.92046 -1.74658 -1.54264
O -1.85767 -1.08493 -1.64100
C -3.00448 -2.97618 -0.79490
C -4.22993 -3.67002 -0.71014
C -4.32910 -4.83566 0.00418
C -3.18940 -5.33588 0.65037
C -1.97721 -4.68475 0.57322
C -1.87510 -3.50217 -0.15367
O -0.68745 -2.88560 -0.19484
H -3.80487 -0.25649 -2.75310
H -4.91788 -0.98722 -1.57404
H -4.46429 -1.88775 -3.01890
H -5.10351 -3.27909 -1.21524
H -5.27051 -5.36184 0.06742
H -3.25863 -6.25497 1.21942
H -1.09115 -5.06724 1.06135
C -3.24841 0.65187 5.64060
C -3.23601 1.52213 4.55551
C -2.61642 1.15364 3.37274
C -2.00657 -0.09842 3.25977
C -2.05522 -0.97476 4.34343
C -2.65882 -0.59986 5.53510
C -1.33925 -0.55789 2.02323
C -0.73466 0.17538 1.05419
C -0.49503 1.65320 1.12377
C 0.27862 2.18293 2.15267
C 0.57529 3.53996 2.18991
C 0.09317 4.38292 1.19722
C -0.68937 3.86274 0.17269
C -0.97559 2.50644 0.13585
H -3.72901 0.94743 6.56453
H -3.71108 2.49176 4.63273
H -2.61837 1.83429 2.53315
H -1.60740 -1.95911 4.25117
H -2.67686 -1.28412 6.37356
H -1.35649 -1.64312 1.90909
H 0.65048 1.52623 2.93287
H 1.18407 3.93745 2.99282
H 0.33083 5.43890 1.21661
H -1.06432 4.51115 -0.60949
H -1.56736 2.09733 -0.67548
N 6.85048 -2.22665 1.27916
C 5.81048 -2.11237 2.11505
S 5.94634 -2.16337 3.73549
C 4.45233 -1.92516 1.42553
C 3.31539 -1.80647 2.20299
C 2.09559 -1.60035 1.59372
N 1.96462 -1.48439 0.25869
C 3.05947 -1.62050 -0.50385
C 4.30402 -1.85449 0.04602
H 7.76672 -2.34051 1.68141
H 6.77728 -2.18970 0.28042
H 3.38808 -1.87818 3.27980
H 1.19096 -1.50839 2.17713
H 2.92003 -1.50698 -1.56936
H 5.12726 -1.95271 -0.64599
C -0.54313 0.67031 -3.98029
C 0.77714 0.85323 -3.23464
C 1.85778 0.02731 -3.95599
C 0.61674 0.32686 -1.81009
C 1.21934 2.32236 -3.21004
C 2.31946 2.69385 -2.43581
C 2.73755 4.01121 -2.35609
C 2.06005 5.00044 -3.06163
C 0.97947 4.64724 -3.85241
C 0.56456 3.31958 -3.92737
H -0.88354 -0.36130 -3.88602
H -0.43196 0.88685 -5.04573
H -1.32535 1.31483 -3.57328
H 1.56865 -1.02702 -3.99648
H 2.82397 0.10799 -3.45124
H 1.99382 0.38385 -4.97988
H 1.07524 0.98062 -1.03586
H 2.86915 1.93652 -1.88445
H 3.59082 4.26882 -1.74115
H 2.38064 6.03238 -3.00095
H 0.44864 5.40468 -4.41573
H -0.27928 3.07566 -4.55843
*
```

Results
Kohn-Sham gap   6.654 eV
LUMO energy   -3.8137 eV

[6]
DFT (ωB97M-V/def2-TZVPD) results for C38H36O5PtS6 as an isolated structure.

Geometry as ORCA input:
```
! wB97M-V def2-TZVPD RIJCOSX def2/J DEFGRID3
* xyz -2 3
Pt 2.32296 -0.40518 0.12680
C -3.92397 0.70464 2.13193
C -3.43016 0.10095 0.81464
C -4.60381 -0.28201 -0.08592
O -2.60714 1.03052 0.15027
C -1.31766 0.44653 -0.10088
C -1.26056 -0.74036 0.87345
O -2.65603 -1.03923 1.05809
C -0.53861 -2.04234 0.38317
O 0.81179 -1.99609 0.59150
C -0.95939 -3.25782 1.23691
C -1.48785 -3.15760 2.51979
C -1.64330 -4.28664 3.31549
C -1.25651 -5.53446 2.85690
C -0.72517 -5.64521 1.57794
C -0.58035 -4.52239 0.78116
C -0.92101 -2.29501 -1.08528
C -2.20017 -2.72263 -1.43735
C -2.53195 -2.93931 -2.76791
C -1.58717 -2.73728 -3.76507
C -0.30801 -2.32267 -3.41782
C 0.02151 -2.10272 -2.08768
C -0.21803 1.54684 -0.05468
O 0.90654 1.04791 -0.68332
C -0.04368 2.15078 1.36006
C 1.20887 2.32828 1.93326
C 1.35578 2.97655 3.15370
C 0.24833 3.47561 3.81835
C -1.00784 3.32662 3.24785
C -1.14859 2.68589 2.02646
C -0.67336 2.72319 -0.96007
C -1.48888 2.52691 -2.07213
C -1.76894 3.56215 -2.95313
C -1.23254 4.82507 -2.75187
C -0.40943 5.03507 -1.65422
C -0.13716 3.99882 -0.77333
H -4.35089 1.69192 1.94693
H -3.08607 0.80006 2.82264
H -4.67987 0.05433 2.57376
H -5.16210 0.61562 -0.35500
H -5.25579 -0.98490 0.43421
H -4.21623 -0.74822 -0.99218
H -1.29424 0.04594 -1.11836
H -0.79244 -0.43735 1.81891
H -1.77531 -2.19669 2.92147
H -2.04716 -4.18118 4.31688
H -1.33792 -6.40909 3.49065
H -0.40066 -6.61292 1.21232
H -0.13601 -4.61122 -0.20282
H -2.93396 -2.87888 -0.65637
H -3.53143 -3.27287 -3.02799
H -1.84527 -2.91034 -4.80435
H 0.43979 -2.16927 -4.18824
H 1.00940 -1.76525 -1.79686
H 2.09138 1.97629 1.41612
H 2.34707 3.08859 3.57615
H 0.36000 3.99344 4.76473
H -1.88289 3.72570 3.75052
H -2.12519 2.60802 1.57052
H -1.92237 1.55302 -2.25502
H -2.40833 3.37528 -3.80923
H -1.45795 5.63667 -3.43448
H 0.02845 6.01229 -1.48214
H 0.50565 4.18960 0.07720
S 2.54135 -6.67430 3.67253
C 2.67413 -5.13362 3.07753
S 3.47915 -4.74810 1.59793
C 3.27616 -3.00906 1.63664
C 2.58646 -2.50796 2.72091
S 2.29037 -0.88691 3.05106
S 2.00681 -3.74216 3.83905
S 3.94774 -2.09955 0.35808
O 4.66178 1.74142 -0.25911
S 3.84633 1.12063 -1.33219
C 5.01059 1.17324 -2.82356
C 4.80983 2.50174 -3.55833
C 4.00883 3.40241 -2.61767
C 2.91588 2.50800 -2.07007
H 4.77703 0.30505 -3.44094
H 6.00094 1.05792 -2.38781
H 4.22642 2.34008 -4.46866
H 5.76139 2.95821 -3.84221
H 3.62336 4.29723 -3.11244
H 4.63894 3.71000 -1.77971
H 2.26815 2.08731 -2.84266
H 2.30018 2.94641 -1.29538
*
```

Results
<S²>   2.02
Kohn-Sham gap (spin up / spin down)   4.874 / 5.483 eV
LUMO energy (spin up / spin down)   4.0737 / 4.0626 eV